Record 1
The following is a quantum chemistry calculation of a molecular structure, C12H20MnN2O2, from OMol25.

Its multiplicity is 6. The value obtained for the HOMO energy (alpha / beta) is -6.45 / -7.21 eV.

Each line ends with the natural charge from an NBO analysis.
Element x y z (Å)
C  0.0360  -1.4719  -1.6107  -0.475
C  -0.6673  -2.3191  1.1152  -0.189
C  1.3154  -1.9766  -1.5615  0.003
H  -0.1392  -0.6993  -2.3845  0.215
C  0.6030  -2.0612  1.4424  -0.213
H  -1.4664  -1.9154  1.7526  0.223
H  2.0074  -1.6802  -2.3673  0.220
H  0.7889  -1.4326  2.3210  0.223
C  1.7850  -3.0782  -0.6834  -0.479
H  2.8360  -3.3053  -0.9393  0.225
H  1.2497  -4.0280  -0.8146  0.224
C  -1.1692  -2.3833  -1.3677  -0.414
H  -1.2717  -3.1307  -2.1798  0.213
H  -2.0938  -1.7861  -1.3633  0.237
C  -1.1323  -3.1644  -0.0207  -0.453
H  -0.5554  -4.0965  -0.1246  0.205
H  -2.1692  -3.4791  0.1869  0.226
C  1.8024  -2.7285  0.8522  -0.437
H  2.0261  -3.6803  1.3802  0.223
H  2.6768  -2.0695  1.0091  0.234
Mn  0.3248  0.3131  -0.4711  1.370
H  1.9801  0.0413  -0.2941  -0.621
C  0.3529  4.6000  0.8493  -0.687
C  0.0009  3.2162  0.4128  0.256
N  0.9182  2.2626  0.2417  -0.308
O  2.2112  2.7898  0.4533  -0.595
C  -1.3321  2.7874  0.1878  -0.006
C  -2.5417  3.6466  0.2138  -0.655
N  -1.4038  1.4358  -0.0297  -0.142
O  -2.5099  0.8112  -0.0797  -0.520
H  1.4248  4.7016  1.0398  0.260
H  -0.1968  4.8442  1.7736  0.234
H  0.0655  5.3491  0.0931  0.235
H  2.8346  2.0574  0.3303  0.493
H  -3.0098  3.7483  -0.7838  0.225
H  -3.3140  3.2288  0.8778  0.237
H  -2.2671  4.6531  0.5431  0.213

Record 2
The following is a quantum chemistry calculation of C2H6N2O2 in the gas phase, from OMol25.

As for the SMILES: C/C(=N/O)NO. The value obtained for the HOMO energy is -8.93 eV.

Each line ends with the natural charge from an NBO analysis.
Element x y z (Å)
C  1.0940  -0.1389  0.9742  -0.660
C  0.0500  -0.2307  -0.0829  0.319
H  0.5900  0.2855  1.8832  0.225
H  2.0145  0.6039  0.8178  0.243
H  1.3086  -1.1780  1.3284  0.248
H  -0.8699  0.7582  -1.5247  0.381
H  -0.5376  2.4311  0.1772  0.489
H  -1.5522  -2.4461  -1.2795  0.480
N  -0.6423  0.8645  -0.4759  -0.355
N  -0.2523  -1.4178  -0.4034  -0.199
O  0.2524  1.9723  -0.2563  -0.566
O  -1.4551  -1.5039  -1.1581  -0.606

Record 3
The following is a quantum chemistry calculation of 2 unconnected molecules or ions with the total composition C10H16N2O4P, from OMol25.

Its total charge is +1. The value obtained for the HOMO energy is -10.70 eV.

Each line ends with the natural charge from an NBO analysis.
Element x y z (Å)
C  -0.4818  -0.6038  1.8215  -0.221
C  -0.1943  0.3980  2.6442  -0.038
C  0.2754  1.2866  3.9152  -0.097
C  1.2335  2.3568  3.9662  -0.381
P  2.2213  3.0827  2.5228  1.234
N  2.2419  4.6935  2.6916  -1.248
C  1.2595  2.7653  5.5514  0.777
O  1.9021  3.7398  6.0774  -0.452
O  0.4578  1.7907  6.2913  -0.488
C  -0.3458  1.0309  5.3759  0.774
O  -1.3778  0.3141  5.5596  -0.477
H  -0.6038  -1.6231  1.2811  0.259
H  1.5432  2.7918  1.2882  -0.019
H  3.5684  2.5280  2.4904  0.000
H  3.2392  4.9740  2.7704  0.375
C  -0.5338  -2.3424  -4.4466  -0.645
C  -1.4686  -2.4878  -3.2536  -0.075
C  -1.9089  -1.1466  -2.6526  -0.087
O  -0.8413  -0.5745  -1.8947  -0.560
C  -0.0511  0.3739  -2.6152  -0.256
N  -0.7382  -3.2323  -2.1803  -0.679
H  0.4641  -2.0040  -4.1554  0.223
H  -0.4121  -3.3029  -4.9556  0.236
H  -0.9383  -1.6313  -5.1725  0.258
H  -2.3374  -3.0892  -3.5343  0.235
H  -2.7185  -1.3350  -1.9389  0.205
H  -2.3047  -0.4588  -3.4057  0.221
H  -0.6060  0.8561  -3.4235  0.190
H  0.8326  -0.1264  -3.0172  0.170
H  0.2866  1.1383  -1.9140  0.217
H  -0.2106  -4.0430  -2.5226  0.447
H  -1.3721  -3.5447  -1.4351  0.443
H  -0.0803  -2.5747  -1.7292  0.458

Record 4
The following is a quantum chemistry calculation of 2 unconnected molecules or ions with the total composition C4H8BrNO3, from OMol25.

Its multiplicity is 3. The value obtained for the HOMO energy (alpha / beta) is -8.30 / -9.52 eV.

Each line ends with the natural charge from an NBO analysis.
Element x y z (Å)
C  0.9447  -0.6107  -0.2450  -0.651
C  -2.0217  1.1364  0.1240  -0.449
C  0.0728  -0.1833  1.0059  0.042
C  -1.3636  0.0264  0.4726  -0.025
N  -0.3399  0.7442  -2.9699  0.249
O  -0.2901  -0.4323  -3.1213  -0.194
O  0.8248  1.4579  -3.3098  -0.540
O  0.0392  -1.2331  1.8515  -0.703
Br  -2.2435  -1.6963  0.1034  -0.003
H  0.5600  -1.3655  -0.9194  0.232
H  1.1213  0.3009  -0.8379  0.212
H  1.8461  -1.0420  0.2026  0.217
H  -1.7174  2.1587  0.4322  0.215
H  0.8278  2.3565  -2.9440  0.491
H  -3.0201  1.1240  -0.3129  0.221
H  0.5189  0.6731  1.6250  0.210
H  0.0069  -2.0380  1.2577  0.474